[1]
112
Properties=species:S:1:pos:R:3:forces:R:3 method="wB97M-V/def2-TZVPD" gap_ha=0.278 total_charge=+1 e_tot_ev=-55875.1823 e_homo_ev=-11.06
I -0.8544 0.5387 1.3422 -0.23 -0.52 -0.25
F 2.2895 -1.8928 1.1269 -2.09 0.00 1.01
O 4.5450 -6.5703 1.5636 -0.21 -0.10 -0.03
O 0.4941 5.2675 -0.4193 -0.10 -0.14 0.00
O -3.1607 4.5837 -3.8885 -0.02 -0.26 0.00
O 9.0009 -3.7278 -0.6534 -0.03 0.03 0.22
N 0.3107 -1.7850 2.6176 0.39 1.42 -0.79
C 1.2212 4.0597 -0.2836 -0.04 0.03 -0.02
C -2.9773 2.2390 -1.2889 0.14 -0.63 0.06
C 3.9932 -4.6586 0.1254 0.24 0.12 0.07
C 2.4063 6.8036 -0.2512 0.13 -0.19 0.01
C 9.0046 -2.6869 -1.6182 -0.04 0.06 0.01
C -1.1198 -1.4893 2.1672 -1.54 0.49 0.01
C -3.7989 -1.7384 0.4938 -1.46 -0.26 -0.36
C -2.3186 -2.2606 4.3145 0.46 1.09 -1.96
C -5.2477 -2.2539 0.9885 0.24 -0.81 -0.31
C -7.0413 0.3490 1.4912 -0.82 1.33 -0.86
C 1.3232 3.5746 1.1510 0.10 0.13 0.16
C 7.6366 -2.4123 -2.2179 -0.11 -0.23 -0.11
C -6.5570 1.8915 1.4602 0.04 -0.88 1.12
C -4.2611 2.7901 -0.5395 0.86 0.88 -0.65
C -0.0284 -2.5435 0.2273 -0.84 0.01 1.14
C -4.1709 5.5203 -4.2331 -0.04 0.03 -0.11
C -6.8300 -0.2828 0.0484 -0.70 -1.04 0.08
C -2.1066 -1.2614 3.3746 -0.02 -1.82 1.65
C 8.6084 -5.0111 -1.1157 0.12 -0.07 -0.02
C -1.9286 5.1261 -3.4351 -0.01 0.05 0.14
C -2.7573 -2.9343 0.4725 0.60 0.21 -0.69
C -6.4444 -1.8287 0.0326 0.46 -0.06 -0.30
C -4.1128 2.9171 1.0405 -0.79 -0.04 0.32
C 5.7881 -6.0743 2.0414 0.14 0.05 0.13
C 1.0264 6.4068 0.2436 0.14 0.14 -0.03
C 3.5682 -5.5996 1.2395 0.10 -0.14 -0.15
C -1.3460 -2.6724 1.1412 0.75 0.09 0.12
C 1.0364 -2.4091 1.4338 -0.40 -3.96 -1.70
C 9.5199 -5.5698 -2.1944 0.00 0.13 -0.19
C -5.0222 1.9235 1.8910 -0.20 0.69 0.20
C 5.6670 -5.2875 3.3347 -0.16 0.15 -0.01
C -3.7802 6.4394 -5.3766 0.23 0.11 0.05
C -2.0601 5.9454 -2.1639 -0.18 0.32 -0.09
H -3.4301 5.8602 -6.2341 -0.10 -0.01 0.04
H 3.2733 -5.0409 2.1369 0.04 0.12 0.05
H -7.3317 -2.5202 0.2081 1.00 1.07 0.05
H -7.1582 2.4845 2.2222 0.72 -0.69 -0.97
H 4.8174 -4.0136 0.4391 -0.08 0.04 -0.03
H -5.4271 -2.0191 2.0848 0.18 -0.08 -1.34
H -4.4432 3.9705 1.3267 0.44 -1.32 -0.31
H 5.1222 -5.8630 4.0870 0.10 -0.04 -0.04
H -2.6264 6.8641 -2.3358 0.02 -0.01 -0.02
H -0.0018 -1.6809 -0.4934 -0.17 -0.84 0.85
H -2.6000 -0.2573 3.4875 0.83 -1.14 -0.17
H -6.5620 -0.2250 2.3328 -0.31 0.68 -0.93
H 7.6698 -1.5257 -2.8538 0.01 -0.03 0.04
H -2.5603 -3.1774 -0.6251 -0.15 0.23 1.41
H -5.1409 2.1768 -0.8846 0.86 0.59 0.66
H -3.9705 -1.3790 -0.5747 0.47 -0.35 1.34
H -2.0213 2.8067 -1.0339 -1.24 -0.61 -0.12
H -3.0499 2.8191 1.4185 -1.00 0.11 -0.72
H -8.1581 0.3692 1.6985 1.31 -0.26 -0.17
H -2.9721 7.1159 -5.0881 -0.08 0.04 -0.02
H -1.9519 -3.2990 4.0577 -0.29 1.18 0.71
H -6.0879 0.2624 -0.6031 -0.59 -0.36 0.99
H -1.1215 -3.6261 1.7373 -0.31 1.21 -0.43
H -3.1524 -3.9082 0.9098 0.23 1.51 -0.37
H 3.1574 6.0555 0.0126 0.03 0.07 0.03
H -2.8359 1.1417 -1.0104 -0.02 1.30 -0.25
H 2.6841 -6.1542 0.9137 0.12 -0.16 0.07
H -3.0600 2.2567 -2.4187 -0.18 0.21 1.32
H -4.6318 7.0491 -5.6841 0.03 -0.05 0.02
H 9.4429 -4.9961 -3.1205 -0.02 -0.08 -0.01
H -4.4746 6.0949 -3.3514 0.04 0.07 -0.01
H -1.4509 5.7068 -4.2309 -0.01 0.06 0.02
H -4.6474 0.8527 1.9266 -0.14 1.21 -0.35
H 2.2113 4.1555 -0.7407 0.05 -0.03 0.08
H -4.4456 3.8453 -0.9301 0.15 -1.37 0.35
H 1.1289 -3.4933 1.7731 0.67 1.37 -0.45
H 5.1262 -4.3498 3.1843 0.09 0.04 0.02
H -1.2735 4.2736 -3.2375 -0.15 -0.07 -0.10
H 4.3338 -5.2216 -0.7463 -0.11 -0.01 0.05
H -5.1997 -3.3941 0.9368 -0.17 1.41 0.11
H 1.7764 2.5811 1.1857 0.02 0.03 -0.02
H 1.0250 6.2531 1.3277 0.06 -0.01 0.01
H 0.2588 -2.3464 3.4839 0.61 0.29 -0.40
H 0.7901 -0.8668 2.6980 -0.25 -0.45 1.01
H 9.7432 -2.8939 -2.3995 -0.06 -0.01 -0.06
H -2.5841 5.3772 -1.3910 0.11 -0.03 -0.01
H -2.8744 -2.0949 5.2733 0.46 -0.22 -1.25
H 0.3327 7.2274 0.0462 -0.11 -0.20 -0.06
H 6.4191 -6.9472 2.2207 -0.21 -0.07 -0.12
H 2.4121 6.9040 -1.3390 -0.06 0.06 0.07
H 9.3467 -1.7900 -1.0972 0.04 -0.17 0.12
H 6.6565 -5.0419 3.7253 -0.06 -0.03 -0.04
H -6.7626 2.3515 0.4519 0.32 -0.60 1.03
H 0.6799 3.3112 -0.8689 -0.08 0.17 -0.09
H 7.2926 -3.2496 -2.8301 0.01 0.08 -0.04
H 9.2533 -6.6044 -2.4205 0.01 0.06 0.04
H -3.5008 -0.8295 1.0873 -0.04 -1.05 -0.54
H 2.7120 7.7529 0.1932 -0.04 -0.06 -0.03
H 6.2870 -5.4844 1.2655 -0.01 0.07 0.03
H -6.0973 -2.0707 -1.0291 -0.47 0.23 1.27
H 10.5634 -5.5351 -1.8736 -0.08 -0.05 0.05
H -7.8343 -0.2031 -0.4868 1.37 0.01 0.51
H -0.0214 -3.5308 -0.3216 0.88 1.17 0.58
H -4.9879 2.2974 2.9690 0.05 -0.59 -1.27
H -5.0406 4.9327 -4.5357 0.14 -0.13 0.09
H -1.0759 6.2260 -1.7893 -0.09 -0.11 -0.04
H 1.9366 4.2419 1.7603 0.00 -0.09 0.00
H 3.1606 -4.0164 -0.1701 0.03 -0.03 -0.04
H 7.5650 -4.9935 -1.4498 -0.01 -0.01 -0.10
H 6.8947 -2.2572 -1.4304 0.08 0.07 0.00
H 8.6448 -5.6743 -0.2480 0.03 0.20 0.08
H 0.3321 3.5312 1.6121 0.00 0.00 -0.04

[2]
125
Properties=species:S:1:pos:R:3:forces:R:3 method="wB97M-V/def2-TZVPD" multiplicity=2 gap_ha="0.228 / 0.219" total_charge=-1 e_tot_ev=-129036.5181 de_lowest_kcal_mol=0.0 e_homo_ev="-3.80 / -3.76"
Sb 2.4091 -2.2578 1.4166 -0.13 0.82 -0.09
Pd 0.9057 -0.0804 0.8952 0.57 -0.62 0.85
S -0.3515 1.8332 2.1112 0.00 0.00 -0.14
S -0.9868 -1.4540 2.4569 -0.07 -0.09 0.12
P -2.3847 -0.3084 -1.3151 -0.12 -0.04 0.08
P -0.7639 0.3012 3.3021 0.02 -0.11 -0.23
Si 2.8328 1.0916 1.1568 -0.01 0.05 -0.22
Si 2.0798 -2.5230 -2.4556 -0.09 -0.02 -0.18
Si 4.3717 -2.2959 3.1120 -0.19 -0.28 -0.11
O 1.8674 -0.8974 -2.0271 -0.21 0.26 0.11
O 1.1845 3.4709 -2.9377 -0.10 0.05 0.07
O -1.0250 -0.8074 -0.9992 -0.01 0.10 -0.02
O -2.1158 0.5987 4.1439 -0.09 -0.03 0.10
O 0.3667 0.3092 4.4492 0.00 0.11 0.07
O 5.0759 1.3013 -4.2966 0.08 0.01 -0.03
N -3.0231 -1.2343 -2.5345 -0.01 -0.06 -0.07
N -3.5521 -0.4140 -0.1517 0.12 0.05 0.08
N 1.3960 1.2577 -2.5093 -0.05 0.06 0.00
N -2.5038 1.2754 -1.8365 0.15 -0.02 -0.03
N 3.4462 0.2630 -3.1409 0.11 0.10 0.03
C 1.1589 -0.3498 6.5929 0.01 0.00 0.01
C -2.2115 -1.9459 -3.5125 -0.04 0.05 0.01
C 3.3440 1.4014 2.9486 0.08 -0.08 -0.04
C -2.1325 3.0363 -3.4033 0.04 0.00 0.00
C -2.1381 3.5671 -1.9598 -0.01 -0.01 0.01
C 4.4288 0.5978 0.2174 0.06 -0.06 0.12
C 6.0617 -1.5907 2.6462 -0.01 0.14 -0.02
C -4.4080 -1.2665 -2.9579 0.00 0.00 0.01
C 3.6840 3.7873 -4.1590 0.01 0.03 0.03
C 3.9476 1.3265 -3.8621 -0.13 -0.12 -0.05
C -2.2305 1.5034 -3.2682 -0.03 0.03 0.02
C 2.5118 2.8153 0.4147 0.06 0.04 0.03
C 0.7723 -3.4916 -1.5702 0.02 0.01 -0.02
C 0.5329 -0.8282 5.3031 -0.02 -0.01 -0.03
C -3.1791 -2.9756 -4.1398 0.00 -0.02 0.00
C -4.5488 -2.6902 -3.4957 0.01 0.00 0.01
C 3.8529 -3.0265 -2.1197 0.00 -0.01 0.03
C 1.8018 2.4422 -3.1016 -0.06 -0.02 -0.24
C 2.9569 2.4390 -4.1188 0.00 -0.02 0.06
C 4.3292 4.2039 -2.8442 -0.01 -0.03 -0.01
C -3.5640 2.4682 4.5042 -0.01 -0.01 0.00
C -4.4929 -1.3621 1.8117 0.01 0.03 0.00
C 4.6595 -4.1685 3.2183 0.06 0.02 0.02
C -5.0584 0.0373 1.5709 -0.01 -0.01 -0.02
C -2.2381 1.8336 4.8591 0.02 0.03 -0.03
C 4.0965 -1.7704 4.9053 -0.08 0.07 0.04
C -3.9673 0.6852 0.7283 -0.03 -0.03 -0.01
C 1.7773 -2.5772 -4.3046 0.01 -0.14 0.03
C 2.3232 2.2070 -5.5209 0.01 0.05 -0.01
C 1.6290 0.8731 -5.7632 -0.04 0.01 -0.01
C 2.1881 0.2498 -2.5545 0.29 -0.21 -0.09
C -1.7760 2.3464 -1.1258 -0.07 -0.03 -0.02
C -3.8157 -1.7168 0.4847 -0.04 -0.02 -0.03
H -3.1400 3.9059 -1.6843 0.02 0.02 0.00
H 0.0814 -2.7858 -1.0988 -0.02 -0.01 0.00
H 0.2180 -4.1050 -2.2872 -0.01 0.01 0.00
H 3.1704 3.5338 0.9189 -0.01 0.00 -0.01
H 3.7896 0.5055 3.3866 -0.03 0.11 -0.06
H -4.4780 -2.3102 -0.1581 0.01 0.00 -0.01
H 0.8066 -2.1446 -4.5583 0.01 0.02 0.00
H 5.0156 -1.9916 5.4586 -0.02 0.00 0.02
H -2.0909 2.4211 -0.0883 -0.03 -0.03 0.02
H 0.4605 0.2687 7.1595 0.01 0.01 -0.02
H 1.1507 0.8839 -6.7438 0.02 -0.02 -0.01
H -3.2216 -2.8463 -5.2222 0.00 0.01 0.00
H -1.4142 2.5013 4.5977 0.01 0.00 0.01
H 5.1806 0.2295 0.9186 -0.01 -0.02 -0.04
H -4.3229 1.5264 0.1325 0.00 0.02 -0.01
H -5.0666 -1.0438 -2.1195 0.01 0.00 0.00
H -5.3788 -2.8014 -4.1943 0.01 0.00 -0.01
H -5.9901 -0.0105 0.9987 0.00 0.00 0.01
H -2.1720 1.6121 5.9273 -0.01 -0.02 0.00
H 4.2549 -0.2058 -0.5014 -0.03 0.03 -0.01
H 2.9539 4.5376 -4.4644 -0.01 0.00 0.00
H 3.2836 -2.3346 5.3678 0.01 -0.02 -0.03
H 1.1859 -4.1376 -0.7968 0.01 0.02 -0.01
H 2.7911 2.8147 -0.6387 -0.06 0.00 -0.05
H 3.5790 4.3557 -2.0699 -0.01 0.00 0.03
H 4.4009 -2.2452 -1.5872 0.01 -0.02 0.02
H -4.3828 1.7750 4.7046 0.00 0.01 0.01
H 3.8768 -0.7079 5.0243 0.01 -0.08 0.00
H -3.0322 1.0792 -3.8748 0.03 0.00 -0.01
H -3.7352 -1.3143 2.5951 -0.02 -0.01 -0.01
H 1.7676 -3.6247 -4.6232 0.00 0.03 -0.02
H 1.1684 -1.5475 4.7844 0.02 -0.02 -0.02
H -4.6109 -0.5323 -3.7532 0.00 0.00 -0.01
H 4.0841 2.2090 2.9882 -0.02 0.00 0.01
H -1.3545 -2.3944 -3.0176 0.03 -0.03 0.01
H 4.8718 5.1418 -2.9728 0.00 -0.01 0.01
H 5.4075 -4.4075 3.9826 -0.01 0.00 -0.02
H -2.8536 -3.9982 -3.9491 0.00 0.00 0.00
H -3.1464 1.0219 1.3715 0.00 0.01 -0.01
H -0.4323 -1.3085 5.4798 -0.01 0.00 0.03
H 3.7339 -4.6935 3.4644 0.01 0.01 0.01
H -3.7231 3.3760 5.0899 0.00 0.00 -0.01
H 4.0974 -0.4732 -2.9044 -0.01 -0.01 -0.05
H 2.0497 0.2422 6.3815 0.01 -0.02 0.00
H -0.6985 2.1603 -1.1411 0.05 0.00 -0.03
H -5.2451 0.5846 2.4952 0.00 0.00 0.00
H -1.2044 3.3105 -3.9016 0.03 0.00 -0.01
H -2.9603 3.4393 -3.9884 -0.01 0.00 0.02
H 1.4875 3.1766 0.4915 0.01 -0.02 0.02
H -2.8933 -2.2782 0.6429 -0.02 0.01 0.00
H 6.8110 -2.0757 3.2813 -0.01 0.01 -0.01
H 4.3835 -3.2601 -3.0469 0.00 0.02 0.01
H 2.5522 -2.0673 -4.8802 -0.01 0.02 0.03
H 5.0128 -4.5603 2.2609 -0.01 0.01 0.01
H 2.3340 0.0411 -5.7521 0.00 0.01 0.02
H 3.8807 -3.9030 -1.4705 0.00 -0.01 -0.02
H 3.1245 2.3443 -6.2513 0.01 -0.02 0.00
H 5.0439 3.4554 -2.4955 0.00 0.00 0.00
H 6.3229 -1.7825 1.6047 -0.01 -0.02 -0.02
H -1.2838 1.0382 -3.5692 0.02 0.01 0.01
H 1.6139 3.0255 -5.6651 0.00 0.00 0.02
H 4.4424 3.7192 -4.9409 0.00 -0.01 0.00
H 0.8518 0.6749 -5.0222 0.01 0.01 -0.01
H -1.8331 -1.2652 -4.2878 0.01 -0.01 -0.01
H -4.7185 -3.3673 -2.6570 0.00 0.00 0.00
H 4.8627 1.4533 -0.3121 -0.03 0.00 0.00
H 1.4506 -1.2021 7.2095 -0.02 0.00 0.01
H -3.5778 2.7267 3.4444 0.00 0.00 0.01
H 2.4801 1.6767 3.5549 -0.02 0.02 -0.01
H -5.2484 -2.0946 2.0984 -0.01 0.00 -0.01
H -1.4378 4.3875 -1.8145 0.04 0.00 0.00
H 6.1255 -0.5128 2.8162 -0.02 -0.04 -0.01